Below is C4H7NO in the gas phase at a distorted geometry, with properties calculated with ωB97M-V/def2-TZVPD.

Bonds (Å) are listed after each position.
CARTESIAN COORDINATES (ANGSTROEM)
1 O -2.48 -0.13 0.26  N2 1.399, H7 0.967
2 N -1.66 -0.32 -0.86  O1 1.399, C3 1.355
3 C -0.44 0.14 -0.49  N2 1.355, C4 1.446, C6 1.566, H8 1.137
4 C 0.07 0.78 0.70  C3 1.446, C5 1.507, H9 1.083
5 C 1.46 0.23 0.54  C4 1.507, C6 1.547, H10 1.098, H11 1.099
6 C 0.89 -0.69 -0.56  C3 1.566, C5 1.547, H12 1.091, H13 1.093
7 H -3.30 -0.56 -0.01  O1 0.967
8 H -0.25 1.10 -1.07  C3 1.137
9 H -0.43 1.30 1.51  C4 1.083
10 H 2.25 0.94 0.26  C5 1.098
11 H 1.82 -0.33 1.41  C5 1.099
12 H 1.38 -0.78 -1.53  C6 1.091
13 H 0.68 -1.69 -0.16  C6 1.093

Summary:
- Kohn-Sham gap (spin up / spin down): 9.2 / 7.8 eV
- LUMO level (spin up / spin down): 0.0274 / 0.0155 hartree
- F_max: 0.055 Eh/bohr
- Energy relative to the best compared isomer or geometry (same formula, charge and spin): 145.0 kcal/mol

Here are the Löwdin charges for atoms 1 to 8, given in e: atom 1 (O): -0.05, atom 2 (N): 0.03, atom 3 (C): -0.47, atom 4 (C): -0.04, atom 5 (C): -0.17, atom 6 (C): -0.10, atom 7 (H): 0.09, atom 8 (H): 0.19